Density functional theory data (ωB97M-V with the def2-TZVPD basis set) for a 6-piece molecular cluster, C5H23N3O6 overall.

Geometry as ORCA input:
```
! wB97M-V def2-TZVPD RIJCOSX def2/J DEFGRID3
* xyz 1 2
C 1.2701 0.1367 -0.2459
C 1.7265 0.1149 1.2220
C 0.6145 0.4583 2.2264
O 0.9135 0.2119 3.6110
C 2.0691 0.9907 4.0237
N 2.1766 -1.2539 1.4758
H 0.4669 -0.5939 -0.3420
H 2.0513 -0.3177 -0.8552
H 1.1066 1.1957 -0.4453
H 2.5162 0.8545 1.3542
H -0.3455 -0.0272 2.0509
H 0.3630 1.5163 2.1527
H 1.9166 2.0682 3.9611
H 2.9328 0.5659 3.5123
H 2.2990 0.7674 5.0655
H 1.9567 -1.3295 2.4587
H 1.4699 -1.8082 1.0139
O 0.1012 -1.1278 -5.0539
H 1.0105 -1.0412 -4.7676
H -0.3767 -1.3766 -4.2627
O 1.7425 -3.4808 -3.5019
H 1.1589 -4.2183 -3.3236
H 1.2264 -2.7066 -3.2773
O -0.5085 -1.0265 -2.5902
H 0.0329 -0.6990 -1.8719
H -1.3784 -0.6658 -2.4188
O -3.2637 -1.0088 -1.9136
H -3.5269 -0.1046 -1.7420
H -4.0689 -1.5164 -1.8130
C -2.2000 1.9145 0.0749
O -1.9832 1.6495 -1.0495
N -1.8448 3.0163 0.6633
N -2.7709 0.9333 0.7435
H -2.0279 3.2253 1.6343
H -1.2726 3.6164 0.0866
H -2.8290 1.0834 1.7406
H -2.7250 -0.0165 0.4030
*
```

Electronic energy ... -22303.0418 eV
HOMO energy (spin up / spin down) ... -12.22 / -12.22 eV